[1]
5
Properties=species:S:1:pos:R:3:mulliken_charge:R:1 method="wB97M-V/def2-TZVPD" relative_energy_kcal_mol=2.33 smiles="N#N.N=O" energy_ha=-240.0434 orbital_gap_ha=0.341 homo_energy_ha=-0.3650
H -0.3575 -0.2569 -1.1575 0.23
N -0.4468 0.4358 -1.9143 -0.01
N 1.1241 -0.4469 1.6458 0.07
N 1.1818 -1.0399 2.5521 -0.07
O -1.5820 0.9517 -1.8535 -0.22

[2]
7
Properties=species:S:1:pos:R:3:mulliken_charge:R:1 method="wB97M-V/def2-TZVPD" relative_energy_kcal_mol=3.26 smiles="O=[N+]([O-])O.N#N" energy_ha=-390.4903 orbital_gap_ha=0.456 homo_energy_ha=-0.4416
N 3.7746 -0.0796 -0.2095 -0.08
N 2.8070 0.4391 -0.1626 0.09
N 0.1388 -1.4764 0.0642 1.10
O -0.7949 -0.5483 -0.3765 -0.42
O -0.0692 -2.5827 -0.2730 -0.53
O 1.0230 -1.0245 0.7162 -0.53
H -0.5674 0.3387 -0.0459 0.38

[3]
5
Properties=species:S:1:pos:R:3:mulliken_charge:R:1 method="wB97M-V/def2-TZVPD" relative_energy_kcal_mol=131.61 energy_ha=-562.8068 orbital_gap_ha=0.291 homo_energy_ha=-0.3733
N -1.0151 0.4187 -0.0219 -0.16
N -1.1717 -0.6889 -0.6121 -0.05
N 0.1862 0.1532 0.5791 -0.16
S 0.4280 -1.2883 -0.3866 0.13
H 1.5726 1.4054 0.4415 0.24

[4]
8
Properties=species:S:1:pos:R:3:mulliken_charge:R:1 method="wB97M-V/def2-TZVPD" total_charge=-1 relative_energy_kcal_mol=16.99 energy_ha=-445.1843 orbital_gap_ha=0.287 homo_energy_ha=-0.1334
N -0.4323 1.0797 1.4228 -0.70
N -0.2995 -1.0847 2.1078 0.71
N 0.6788 -0.8252 2.6159 -0.23
N 0.3101 1.5302 0.6630 0.98
O 0.9346 0.5317 -0.5573 -0.75
O -1.3079 -1.5120 1.6919 -0.55
O 0.8720 2.6263 0.5341 -0.72
H 0.7047 -0.4167 -0.5804 0.25

[5]
4
Properties=species:S:1:pos:R:3:mulliken_charge:R:1 method="wB97M-V/def2-TZVPD" relative_energy_kcal_mol=8.59 smiles="O=NO" energy_ha=-205.7294 orbital_gap_ha=0.391 homo_energy_ha=-0.4121
H -1.1035 -0.6943 0.7197 0.35
N 0.1811 0.4605 -0.2867 0.32
O 1.0691 -0.1422 0.3266 -0.32
O -1.0897 -0.1740 -0.1657 -0.35

[6]
6
Properties=species:S:1:pos:R:3:mulliken_charge:R:1 method="wB97M-V/def2-TZVPD" relative_energy_kcal_mol=32.50 smiles="O=NSSO" energy_ha=-1002.0771 orbital_gap_ha="0.316 / 0.316" homo_energy_ha="-0.3249 / -0.3249"
N 2.2324 0.8591 -0.1028 0.27
O 0.0671 -0.5990 -0.6763 -0.44
O 2.8593 1.8781 -0.1321 -0.43
S 0.9840 -1.6903 0.0372 0.12
S 2.8298 -0.6533 -0.0091 0.09
H -0.7078 -0.3026 -0.0565 0.38

[7]
6
Properties=species:S:1:pos:R:3:mulliken_charge:R:1 method="wB97M-V/def2-TZVPD" relative_energy_kcal_mol=55.23 energy_ha=-1002.0409 orbital_gap_ha="0.278 / 0.243" homo_energy_ha="-0.3442 / -0.3264"
N 2.5708 -1.3318 -0.3161 0.65
O 2.8192 -0.3110 0.2886 -0.38
O 1.5153 -1.8505 -0.5152 -0.32
S -0.5633 -1.4226 0.7343 -0.04
S -2.2569 -1.0004 -0.1681 -0.12
H -0.0438 -0.0815 1.1429 0.21

[8]
6
Properties=species:S:1:pos:R:3:mulliken_charge:R:1 method="wB97M-V/def2-TZVPD" relative_energy_kcal_mol=0.73 energy_ha=-1002.1277 orbital_gap_ha="0.271 / 0.270" homo_energy_ha="-0.3198 / -0.3198"
N 2.8004 -1.2510 -0.3321 -0.31
O -1.9390 0.2876 -0.8029 -0.36
O -2.9281 1.8458 0.7566 -0.36
S 2.8810 0.2796 -0.0848 0.05
S -2.7679 0.4804 0.3582 0.72
H 1.9536 -1.6424 0.1050 0.27

[9]
7
Properties=species:S:1:pos:R:3:mulliken_charge:R:1 method="wB97M-V/def2-TZVPD" relative_energy_kcal_mol=7.30 energy_ha=-963.6639 orbital_gap_ha=0.297 homo_energy_ha=-0.3523
N 1.4024 -1.4207 0.0034 0.41
O 1.3383 -1.1281 1.1477 -0.36
O 1.1230 1.6657 -0.0216 -0.49
O 0.6263 -0.6646 -0.7670 -0.16
P 0.0417 0.6962 0.0980 0.61
P -1.9982 1.0188 -0.0184 -0.06
H -2.5335 -0.1673 -0.4422 0.05

[10]
7
Properties=species:S:1:pos:R:3:mulliken_charge:R:1 method="wB97M-V/def2-TZVPD" relative_energy_kcal_mol=31.56 energy_ha=-754.3422 orbital_gap_ha=0.317 homo_energy_ha=-0.4244
N -0.1475 -0.7965 -0.6941 0.07
O -0.2693 -1.3967 2.1155 -0.51
O -0.3149 0.9704 1.2971 -0.58
O -0.9595 -1.1021 0.1341 0.01
O -2.4022 -0.0416 1.9814 -0.48
S -1.0275 -0.2021 1.6402 1.20
H 0.2368 0.0870 -0.3400 0.30

[11]
7
Properties=species:S:1:pos:R:3:mulliken_charge:R:1 method="wB97M-V/def2-TZVPD" relative_energy_kcal_mol=30.89 energy_ha=-1364.0540 orbital_gap_ha=0.269 homo_energy_ha=-0.3495
O 2.0437 1.7703 0.5594 -0.44
O 2.4369 -0.9445 0.9617 -0.39
O -0.0055 0.6808 -0.3036 -0.47
P 1.0640 0.8113 0.9836 0.51
S 3.8019 0.1365 -1.2092 -0.01
S 3.7961 -0.7301 0.4286 0.48
H -0.8942 0.3099 -0.2674 0.33

[12]
7
Properties=species:S:1:pos:R:3:mulliken_charge:R:1 method="wB97M-V/def2-TZVPD" total_charge=-1 relative_energy_kcal_mol=40.39 smiles="O=S(=O)(O)S[S-]" energy_ha=-1420.9040 orbital_gap_ha=0.250 homo_energy_ha=-0.1242
O 0.9140 -0.9236 -0.8762 -0.48
O -1.0390 -1.2891 0.6690 -0.60
O 1.1944 -0.5832 1.6791 -0.58
S -0.1138 1.3408 -0.4165 -0.11
S -1.1723 2.9877 -0.2727 -0.49
S 0.2042 -0.4700 0.5596 0.89
H 0.0125 -1.0626 -1.3422 0.37